The following is a DFT calculation (the ωB97M-V functional and the def2-TZVPD basis) of a cluster of 2 separate species, C3H4Br2N2 in total in a non-equilibrium geometry.

Computed properties:
E	-5374.15655	Eh
energy above the lowest of the compared OMol25 structures with the same formula, charge and spin	165.6	kJ/mol
max |F|	0.066	hartree/bohr
E_HOMO (spin up / spin down)	-8.425 / -8.426	eV
LUMO level (spin up / spin down)	0.081 / 0.082	eV
gap between HOMO and LUMO (spin up / spin down)	8.51 / 8.51	eV

Geometry (Å):
C  0.519  1.208  1.097
C  0.872  1.097  -0.282
C  -0.176  -0.876  -0.525
N  0.044  1.238  2.168
N  -1.393  -0.660  0.115
Br  2.720  0.889  -0.668
Br  1.218  -2.040  0.152
H  0.299  1.489  -1.074
H  -0.262  -1.034  -1.633
H  -2.175  -0.592  -0.499
H  -1.665  -0.718  1.148

The following is a DFT calculation (the ωB97M-V functional and the def2-TZVPD basis) of a cluster of 2 separate species, C8H7NOS2 in total in a non-equilibrium geometry.

Computed properties:
E	-1235.39219	Eh
energy above the lowest of the compared OMol25 structures with the same formula, charge and spin	58.3	kJ/mol
max |F|	0.063	hartree/bohr
E_HOMO	-8.259	eV
LUMO level	-0.024	eV
gap between HOMO and LUMO	8.23	eV

Geometry (Å):
C  1.216  2.022  -0.105
C  2.069  1.144  -0.852
C  0.267  1.444  0.697
C  1.975  -0.223  -0.864
C  -0.025  0.063  0.634
C  0.912  -0.826  -0.047
C  -3.391  -0.172  -0.685
C  -1.223  -0.416  1.232
N  0.775  -2.146  0.082
O  -1.701  -1.546  1.185
S  -3.621  1.279  -0.204
S  -3.238  -1.594  -1.261
H  1.543  2.991  0.069
H  2.977  1.524  -1.380
H  -0.298  2.240  1.308
H  2.695  -0.917  -1.381
H  -1.917  0.323  1.747
H  1.137  -2.775  -0.590
H  -0.153  -2.416  0.415

The following is a DFT calculation (the ωB97M-V functional and the def2-TZVPD basis) of a cluster of 6 separate species, C14H35ClN2O8 in total in a non-equilibrium geometry.

Computed properties:
E	-1726.03932	Eh
energy above the lowest of the compared OMol25 structures with the same formula, charge and spin	0.0	kJ/mol
max |F|	0.020	hartree/bohr
E_HOMO	-9.194	eV
LUMO level	0.192	eV
gap between HOMO and LUMO	9.39	eV

Geometry (Å):
C  4.831  -2.123  1.026
C  3.812  -1.003  0.958
N  3.255  -0.817  -0.386
C  3.971  -0.686  -1.566
C  3.056  -0.596  -2.554
N  1.820  -0.791  -1.981
C  1.971  -0.925  -0.678
C  0.528  -0.865  -2.653
H  4.487  -3.068  0.602
H  5.052  -2.336  2.072
H  5.761  -1.848  0.529
H  4.348  -0.080  1.190
H  3.005  -1.132  1.672
H  5.042  -0.615  -1.538
H  3.151  -0.425  -3.611
H  1.178  -1.054  0.042
H  -0.236  -0.798  -1.882
H  0.372  -1.857  -3.079
H  0.395  -0.061  -3.366
Cl  -0.890  1.306  0.033
C  -0.529  0.243  5.008
C  -0.694  0.804  3.621
O  -1.876  0.237  3.072
O  -0.161  -1.125  4.990
H  -1.461  0.392  5.562
H  0.252  0.794  5.540
H  0.172  0.540  3.007
H  -0.788  1.892  3.676
H  -2.061  0.691  2.241
H  -0.951  -1.672  4.996
C  -4.721  1.115  -1.448
C  -3.754  0.706  -2.544
O  -2.956  -0.405  -2.186
O  -4.050  1.305  -0.218
H  -5.497  0.344  -1.351
H  -5.293  2.008  -1.734
H  -3.097  1.569  -2.757
H  -4.281  0.504  -3.475
H  -2.461  -0.166  -1.391
H  -3.133  1.499  -0.457
C  -1.882  -2.548  0.349
C  -3.070  -2.086  1.183
O  -2.912  -2.327  2.570
O  -0.704  -1.764  0.492
H  -2.230  -2.504  -0.697
H  -1.638  -3.577  0.606
H  -3.920  -2.682  0.844
H  -3.291  -1.028  0.997
H  -2.308  -1.643  2.896
H  -0.912  -0.813  0.416
C  1.217  3.346  -2.536
C  2.370  3.009  -1.625
O  1.959  2.880  -0.269
O  0.373  2.246  -2.837
H  1.542  3.774  -3.484
H  0.634  4.123  -2.022
H  3.099  3.823  -1.647
H  2.906  2.103  -1.943
H  1.221  2.252  -0.261
H  -0.020  1.916  -2.012

The following is a DFT calculation (the ωB97M-V functional and the def2-TZVPD basis) of the molecule C14H15ClN2OS in a non-equilibrium geometry.

Computed properties:
E	-1585.08198	Eh
energy above the lowest of the compared OMol25 structures with the same formula, charge and spin	1489.1	kJ/mol
structure (SMILES)	O=C(C1CC1)N1CCN=C1SCc1ccc(Cl)cc1
max |F|	0.361	hartree/bohr
E_HOMO	-7.829	eV
LUMO level	-0.287	eV
gap between HOMO and LUMO	7.54	eV

Geometry (Å):
O  -1.665  -2.322  -0.596
C  -1.782  -1.148  -0.528
N  -0.928  -0.129  -1.132
C  -0.843  1.121  -1.025
N  -0.071  1.487  -1.985
C  0.357  0.537  -2.643
H  -0.028  0.678  -3.547
H  1.481  0.699  -2.815
C  -0.175  -0.667  -2.196
H  0.699  -1.322  -1.616
H  -0.689  -1.130  -2.807
S  -1.686  2.258  0.168
C  -0.788  1.140  1.620
C  0.529  0.818  1.401
C  0.688  -0.662  1.277
C  1.821  -1.238  1.111
C  2.937  -0.543  0.568
C  2.696  0.942  0.560
C  1.643  1.650  0.838
H  1.362  2.659  0.970
H  3.479  1.623  0.021
Cl  4.265  -0.981  0.115
H  2.026  -2.161  1.068
H  -0.155  -1.241  1.932
H  -1.506  0.740  1.862
H  -0.627  2.148  2.453
C  -3.107  -0.814  0.210
C  -3.437  -1.154  1.479
C  -4.376  -1.606  0.412
H  -5.248  -1.176  0.306
H  -4.175  -2.415  -0.238
H  -3.912  -0.733  2.179
H  -2.786  -2.067  1.862
H  -3.350  0.298  0.101

The following is a DFT calculation (the ωB97M-V functional and the def2-TZVPD basis) of a cluster of 2 separate species, C5H17N2O in total in a non-equilibrium geometry.

Computed properties:
E	-385.16567	Eh
energy above the lowest of the compared OMol25 structures with the same formula, charge and spin	197.1	kJ/mol
max |F|	0.073	hartree/bohr
E_HOMO	-11.930	eV
LUMO level	-3.100	eV
net charge	+1
gap between HOMO and LUMO	8.83	eV

Geometry (Å):
C  2.001  -1.852  0.748
C  0.876  -0.843  0.524
C  0.039  -1.207  -0.645
C  -1.095  -0.196  -1.055
C  -2.516  0.952  0.658
N  -2.200  -0.189  -0.187
N  1.788  0.426  0.294
H  1.482  -2.847  0.910
H  2.743  -1.682  1.529
H  2.468  -2.206  -0.178
H  0.312  -0.671  1.454
H  -0.336  -2.247  -0.501
H  0.784  -1.229  -1.504
H  -0.647  0.667  -1.521
H  -1.403  -0.592  -2.045
H  -2.043  1.153  1.633
H  -2.589  1.762  -0.084
H  -3.559  0.727  0.992
H  -2.265  -1.084  0.292
H  2.469  0.282  -0.563
H  2.289  0.703  1.136
H  1.109  1.211  -0.003
H  -0.590  2.670  -0.816
H  0.573  3.611  -0.601
O  0.308  2.683  -0.468

The following is a DFT calculation (the ωB97M-V functional and the def2-TZVPD basis) of a structure of composition C4H4O2Pd in a non-equilibrium geometry.

Computed properties:
E	-432.89733	Eh
spin multiplicity	3
energy above the lowest of the compared OMol25 structures with the same formula, charge and spin	21.9	kJ/mol
max |F|	0.122	hartree/bohr
E_HOMO (spin up / spin down)	-7.143 / -8.002	eV
LUMO level (spin up / spin down)	0.439 / -1.680	eV
gap between HOMO and LUMO (spin up / spin down)	7.58 / 6.32	eV

Geometry (Å):
O  -0.890  2.094  -0.137
C  -0.038  1.247  0.437
H  0.009  1.283  1.538
C  0.759  0.367  -0.300
C  0.818  -1.037  0.240
C  -0.699  -0.878  0.196
O  -1.336  -1.181  -0.898
Pd  -1.818  0.539  -0.488
H  0.735  0.469  -1.389
H  1.202  -1.145  1.263
H  1.258  -1.758  -0.461

The following is a DFT calculation (the ωB97M-V functional and the def2-TZVPD basis) of a cluster of 13 separate species, C34H90O18 in total in a non-equilibrium geometry.

Computed properties:
E	-2703.40076	Eh
max |F|	0.020	hartree/bohr
E_HOMO	-9.071	eV
LUMO level	0.159	eV
gap between HOMO and LUMO	9.23	eV

Geometry (Å):
C  0.468  -2.763  4.414
C  0.342  -2.107  5.787
C  -0.227  -3.232  6.663
O  -0.005  -4.455  5.979
C  0.752  -4.204  4.801
H  1.305  -2.394  3.822
H  -0.453  -2.676  3.836
H  -0.320  -1.237  5.804
H  1.308  -1.725  6.125
H  -1.311  -3.110  6.757
H  0.210  -3.255  7.664
H  0.480  -4.930  4.035
H  1.829  -4.351  4.968
C  -3.316  2.685  6.903
C  -2.098  2.394  6.012
C  -1.492  3.793  5.739
O  -2.219  4.710  6.547
C  -2.872  3.975  7.578
H  -3.446  1.882  7.633
H  -4.273  2.803  6.397
H  -2.315  1.841  5.101
H  -1.438  1.784  6.634
H  -1.624  4.055  4.689
H  -0.432  3.845  6.005
H  -3.687  4.595  7.947
H  -2.177  3.795  8.409
C  2.332  -3.446  -2.601
O  1.104  -3.732  -3.244
H  3.140  -4.080  -2.973
H  2.610  -2.398  -2.767
H  2.177  -3.576  -1.532
H  1.199  -3.662  -4.204
C  3.939  1.786  -0.019
O  4.274  0.408  0.054
H  4.653  2.440  -0.534
H  2.986  1.914  -0.524
H  3.881  2.185  1.001
H  5.191  0.345  0.333
C  1.953  1.433  5.763
O  2.058  1.684  4.360
H  2.425  0.467  5.949
H  2.370  2.239  6.373
H  0.901  1.390  6.040
H  2.977  1.880  4.161
C  3.762  -1.992  2.208
O  3.800  -3.311  2.710
H  3.205  -1.376  2.917
H  4.756  -1.525  2.148
H  3.298  -1.900  1.224
H  4.067  -3.904  2.004
C  -2.472  -4.040  -3.274
O  -1.452  -4.406  -2.364
H  -2.781  -2.994  -3.157
H  -2.134  -4.130  -4.315
H  -3.320  -4.702  -3.116
H  -0.589  -4.233  -2.767
C  0.242  -3.892  0.885
O  0.156  -5.161  1.516
H  -0.303  -3.876  -0.065
H  -0.188  -3.139  1.543
H  1.279  -3.600  0.660
H  0.167  -5.830  0.827
C  0.530  1.960  -5.636
O  1.251  2.672  -4.675
C  2.552  2.171  -4.495
C  3.321  3.114  -3.640
O  3.583  4.289  -4.391
C  4.168  5.297  -3.613
H  0.997  1.997  -6.629
H  -0.474  2.377  -5.698
H  0.423  0.896  -5.366
H  3.063  2.050  -5.459
H  2.492  1.185  -4.003
H  4.283  2.677  -3.333
H  2.771  3.372  -2.726
H  4.882  4.899  -2.880
H  3.411  5.864  -3.051
H  4.688  6.003  -4.258
C  -3.188  -0.816  -0.460
O  -4.522  -0.352  -0.302
C  -4.556  0.714  0.588
C  -5.944  1.344  0.636
O  -6.579  1.429  -0.620
C  -5.919  2.297  -1.498
H  -3.169  -1.691  -1.104
H  -2.789  -1.050  0.533
H  -2.569  -0.029  -0.907
H  -3.790  1.473  0.342
H  -4.275  0.398  1.611
H  -5.858  2.357  1.055
H  -6.597  0.733  1.259
H  -4.884  1.986  -1.683
H  -5.903  3.332  -1.122
H  -6.450  2.299  -2.449
C  0.765  -6.212  -5.869
O  0.742  -4.796  -5.875
C  1.240  -4.237  -7.066
C  0.800  -2.790  -7.091
O  1.173  -2.075  -5.921
C  2.485  -1.583  -5.971
H  1.740  -6.596  -6.187
H  -0.004  -6.599  -6.546
H  0.546  -6.537  -4.855
H  0.773  -4.679  -7.958
H  2.329  -4.351  -7.112
H  -0.289  -2.772  -7.139
H  1.185  -2.284  -7.985
H  3.236  -2.386  -6.000
H  2.659  -0.980  -5.082
H  2.653  -0.959  -6.860
C  -0.097  3.294  -1.863
O  -0.806  4.006  -0.875
C  -1.040  3.193  0.245
C  -2.160  3.741  1.080
O  -1.851  5.032  1.543
C  -2.874  5.526  2.361
H  -0.715  2.493  -2.274
H  0.778  2.809  -1.392
H  0.317  3.988  -2.586
H  -0.128  3.113  0.860
H  -1.276  2.169  -0.077
H  -2.305  3.048  1.926
H  -3.095  3.754  0.500
H  -3.235  4.785  3.090
H  -3.751  5.841  1.779
H  -2.512  6.371  2.944
C  -0.287  -0.599  -2.819
O  -0.038  0.056  -1.600
C  0.739  -0.701  -0.712
C  0.812  -0.018  0.616
O  -0.446  0.069  1.221
C  -0.340  0.473  2.570
H  -0.796  0.118  -3.460
H  -0.921  -1.476  -2.638
H  0.622  -0.949  -3.324
H  1.749  -0.931  -1.086
H  0.268  -1.694  -0.601
H  1.281  0.975  0.534
H  1.511  -0.577  1.257
H  0.092  1.471  2.679
H  0.218  -0.278  3.137
H  -1.351  0.503  2.986

The following is a DFT calculation (the ωB97M-V functional and the def2-TZVPD basis) of the molecule C28H26N2O7.

Computed properties:
E	-1718.77753	Eh
energy above the lowest of the compared OMol25 structures with the same formula, charge and spin	184.6	kJ/mol
structure (SMILES)	COc1ccc(C(=O)c2cn(CC(=O)Nc3cc(OC)cc(OC)c3)c3ccc(OC)cc3c2=O)cc1
max |F|	0.015	hartree/bohr
E_HOMO	-8.305	eV
LUMO level	0.176	eV
gap between HOMO and LUMO	8.48	eV

Geometry (Å):
C  7.875  2.845  -0.921
H  8.305  3.366  -1.775
O  6.521  2.636  -1.245
C  5.731  1.982  -0.356
C  4.400  1.799  -0.747
C  3.516  1.134  0.068
C  3.931  0.647  1.309
C  5.246  0.862  1.708
C  6.147  1.509  0.885
H  7.165  1.638  1.218
H  5.560  0.496  2.674
C  3.006  -0.034  2.232
O  3.084  0.091  3.443
C  1.946  -0.879  1.627
C  0.790  -1.017  2.334
N  -0.267  -1.757  1.947
C  -0.211  -2.446  0.744
C  -1.303  -3.176  0.258
C  -1.213  -3.857  -0.930
C  -0.032  -3.842  -1.687
C  1.045  -3.113  -1.219
C  0.968  -2.413  -0.014
C  2.159  -1.645  0.407
O  3.209  -1.693  -0.217
H  1.983  -3.049  -1.749
O  -0.055  -4.557  -2.839
C  1.111  -4.581  -3.631
H  1.376  -3.579  -3.982
H  1.956  -5.009  -3.085
H  0.873  -5.213  -4.485
H  -2.052  -4.419  -1.306
H  -2.232  -3.208  0.802
C  -1.451  -1.813  2.768
H  -1.245  -1.321  3.723
H  -1.725  -2.851  2.983
C  -2.684  -1.122  2.148
O  -3.799  -1.531  2.376
N  -2.361  -0.049  1.393
C  -3.202  0.812  0.671
C  -2.596  1.816  -0.066
C  -3.376  2.708  -0.802
C  -4.755  2.581  -0.791
C  -5.358  1.566  -0.045
C  -4.586  0.676  0.690
H  -5.027  -0.112  1.271
O  -6.713  1.533  -0.104
C  -7.394  0.536  0.624
H  -7.204  0.623  1.697
H  -8.452  0.702  0.429
H  -7.115  -0.467  0.287
H  -5.402  3.244  -1.341
O  -2.689  3.656  -1.491
C  -3.417  4.591  -2.252
H  -2.673  5.243  -2.707
H  -4.085  5.187  -1.623
H  -3.999  4.101  -3.039
H  -1.523  1.930  -0.087
H  -1.378  0.174  1.300
H  0.696  -0.491  3.276
H  2.491  1.009  -0.248
H  4.094  2.186  -1.706
H  7.983  3.466  -0.027
H  8.403  1.897  -0.773